(1)
# C38H44Cl5N3NiO3S

A molecular structure, C38H44Cl5N3NiO3S at a distorted geometry (ωB97M-V/def2-TZVPD, the OMol25 dataset).

Structure (XYZ):
```
95
Properties=species:S:1:pos:R:3:forces:R:3
Ni -5.66555 -18.53566 -1.98063 -0.5 -0.6 -0.1
Cl -3.65678 -11.57939 -0.03361 -0.2 -0.3 -0.6
Cl -5.90600 -15.30106 -3.34047 0.8 0.0 1.5
Cl -5.65565 -12.40591 -2.34331 -0.7 1.2 -0.7
Cl -2.79330 -16.84255 0.88607 -0.2 0.7 -0.4
Cl -2.15847 -13.75748 1.43733 0.0 -0.2 0.0
S -7.65333 -17.48598 -1.13512 -0.9 -0.3 -1.1
O -5.82483 -19.72287 -0.35030 1.7 1.2 -0.3
O -5.42705 -18.48265 -4.05789 -0.4 -1.3 -1.4
O -4.39120 -17.26883 -1.46218 0.4 1.3 0.4
N -9.93060 -18.72114 -1.62170 0.2 0.3 -0.6
N -8.94452 -17.93098 -3.54394 1.7 0.8 -0.6
N -6.71772 -20.22074 -2.79322 -1.4 0.0 5.4
C -6.61341 -20.94356 2.02199 0.0 0.2 1.2
C -8.84715 -18.09839 -2.22438 -0.4 0.4 2.0
C -5.00878 -18.43015 -7.03506 -2.6 0.1 0.6
C -5.19088 -18.73732 -8.48572 1.3 -0.7 -1.3
C -7.46566 -20.75157 -1.68686 0.7 -0.6 -2.0
C -11.41221 -22.61327 0.44323 0.3 -2.1 0.7
C -3.63651 -18.59236 -6.56681 1.8 1.5 1.3
C -5.90690 -19.39490 -6.22710 -1.1 -1.6 -0.6
C -3.21530 -14.21361 0.15791 -0.2 -1.1 -0.1
C -8.37012 -22.17372 -7.00539 -1.4 -1.5 -1.4
C -7.74436 -21.19921 -4.79586 2.1 1.4 -2.8
C -9.80224 -24.56016 -0.03008 -1.1 -0.7 2.3
C -10.83549 -19.27796 -3.63862 -2.9 -2.4 -4.9
C -8.45349 -21.98650 0.55415 3.2 2.0 1.2
C -3.49604 -15.55517 -0.09361 0.9 -0.3 0.9
C -4.76375 -13.55688 -1.53929 -0.5 -3.0 -0.8
C -5.99607 -19.38494 -4.74061 1.1 2.4 -0.3
C -6.75054 -19.34644 2.35317 1.0 -1.5 -1.5
C -9.15728 -22.19042 -0.57685 -0.7 0.2 -4.4
C -9.88808 -18.47770 -4.24228 -0.1 0.5 -0.2
C -9.06052 -21.36151 -8.14496 -1.3 -0.1 0.2
C -9.51414 -22.92239 -6.22878 1.8 -1.2 -0.7
C -10.36237 -23.18666 -0.54195 2.4 1.1 1.9
C -4.96020 -14.95048 -1.82665 -0.5 0.9 -1.6
C -7.62495 -21.23908 -6.17367 1.3 1.0 2.4
C -6.77454 -20.51985 -0.45098 -1.4 -1.5 -0.2
C -3.85484 -13.23233 -0.60615 1.1 1.4 2.3
C -4.31171 -15.99950 -1.15334 -0.6 -0.3 -0.8
C -10.87864 -19.34834 -2.34174 -0.7 -0.2 4.5
C -7.38764 -23.20831 -7.63913 -1.8 0.2 -0.9
C -5.38724 -16.99940 -6.71739 -0.3 1.0 1.3
C -10.93841 -23.45737 -1.87351 -0.9 0.7 -0.7
C -6.84216 -20.35001 -4.02314 -1.1 -0.6 -3.2
C -7.31722 -21.65969 3.22863 -0.2 2.5 0.0
C -8.63426 -21.55820 -1.77288 -0.4 -1.3 1.6
C -5.11776 -21.46440 2.03073 -0.8 0.5 0.1
C -6.65552 -20.37892 -6.87279 0.6 1.5 3.7
C -7.26065 -21.26470 0.65445 -0.8 0.6 1.2
H -6.70824 -22.74755 -8.31011 0.8 0.8 -0.5
H -3.63036 -18.49253 -5.45572 0.3 -0.4 -0.9
H -6.39116 -16.69557 -6.94463 -0.8 -0.3 -0.3
H -6.21894 -18.72695 -8.86448 0.2 0.3 0.2
H -3.23889 -19.50387 -6.91865 0.8 -1.2 -0.1
H -4.62414 -21.36602 1.09100 0.1 0.3 -0.9
H -10.18546 -23.80704 -2.61049 -0.7 -0.2 0.5
H -7.90012 -23.93789 -8.28921 -0.2 0.2 0.5
H -6.37173 -19.19886 3.36098 -0.2 0.2 0.1
H -4.54073 -18.08439 -9.09429 -0.5 0.0 0.2
H -8.76766 -22.25189 1.50417 -1.1 -1.2 1.4
H -11.40974 -22.53600 -2.25362 0.1 -0.2 -0.2
H -5.00403 -22.51297 2.29499 -0.5 -0.2 0.1
H -6.53099 -20.51879 -7.89069 0.0 -0.2 -1.7
H -10.61740 -25.34388 -0.21722 1.2 0.9 0.0
H -7.31553 -22.70701 3.08307 -0.1 -1.2 0.2
H -11.59212 -19.86213 -4.30369 1.3 1.3 1.4
H -9.69284 -24.62909 1.19429 0.2 0.5 -3.2
H -11.65187 -19.81675 -1.68967 0.6 0.2 -1.0
H -8.34870 -21.24637 3.31372 0.4 -0.6 -0.1
H -6.85398 -21.35810 4.21016 0.0 -0.5 -1.1
H -10.01948 -18.72822 -0.62072 0.5 0.0 0.3
H -9.81835 -22.00180 -8.65782 0.8 0.3 0.1
H -9.08842 -21.76279 -2.74896 0.1 0.2 0.7
H -4.50173 -20.92368 2.72690 0.1 0.4 0.5
H -11.06760 -21.97148 1.25823 0.3 -0.2 -0.3
H -9.13565 -23.69079 -5.51455 0.0 0.8 -0.3
H -8.87065 -24.79541 -0.59300 -0.6 -0.1 0.7
H -9.67809 -20.59187 -7.64086 0.3 -0.1 -0.3
H -5.27488 -16.84181 -5.63170 0.0 0.1 -0.5
H -7.78128 -18.96262 2.19733 0.6 -0.4 0.3
H -6.83257 -23.73768 -6.92817 0.8 -0.8 1.3
H -6.08173 -18.84082 1.63314 -0.4 0.0 0.6
H -10.19114 -22.27100 -5.75155 -0.7 1.0 0.7
H -10.08730 -23.49779 -6.93977 -0.2 -0.1 -0.4
H -8.37720 -21.86689 -4.34893 -1.3 -1.4 1.1
H -4.78270 -19.75366 -8.66520 -0.3 0.3 -0.1
H -10.02045 -18.20026 -5.29597 0.5 -0.2 0.3
H -4.77020 -16.24930 -7.20596 0.4 -0.2 -0.2
H -8.42427 -20.85589 -8.89573 -0.1 -0.5 0.5
H -3.02295 -17.74215 -6.93389 -0.1 -0.6 0.0
H -11.93086 -23.48267 0.88545 0.2 0.3 0.2
H -11.75299 -24.14279 -1.62517 0.1 -0.3 -1.0
H -12.19892 -22.13707 -0.04722 -1.2 1.3 -1.1
```
Positions in Å, forces in eV/Å.

highest occupied orbital energy (alpha / beta)	-7.5 / -7.5	eV
LUMO energy (alpha / beta)	-2.1 / -2.1	eV
M	858.81	g/mol
total energy	-6071.77221	hartree
Kohn-Sham gap (alpha / beta)	5.4 / 5.3	eV
multiplicity	3

---

(2)
# C38H44ClF3InN6O4S2

A molecular structure, C38H44ClF3InN6O4S2 (ωB97M-V/def2-TZVPD, the OMol25 dataset).

Structure (XYZ):
```
99
Properties=species:S:1:pos:R:3:forces:R:3
In 0.51512 0.59624 0.55362 0.2 0.5 0.4
Cl 2.46396 2.53588 7.51407 0.0 0.0 0.0
S 1.54339 -2.46156 0.80930 0.0 -0.3 -0.1
S -1.73025 1.43827 1.44830 -0.2 -0.2 0.2
F 4.95377 -1.15651 0.28394 0.0 0.0 0.0
F 6.16266 0.26819 1.36216 0.0 0.0 0.0
F 5.45750 0.73833 -0.63066 0.0 0.0 0.0
O 2.76648 0.26718 0.74488 -0.1 0.0 -0.3
O 4.02101 1.84602 1.76651 0.0 0.0 0.0
O 0.65548 -0.03865 2.57228 -0.1 -0.2 0.0
O 1.13756 2.56843 1.35647 0.1 0.2 -0.1
N 0.21346 -4.74994 1.22378 0.1 -0.1 0.0
N -0.99081 3.56897 -1.19608 -0.1 0.2 -0.3
N 0.39958 0.39959 -1.52012 -0.1 -0.2 -0.3
N 0.75585 -4.28655 -0.97262 0.0 0.0 -0.1
N -3.76205 0.19821 0.18989 0.0 0.0 0.1
N -3.71936 2.57390 0.16069 0.0 0.0 0.1
C 1.44096 0.49268 6.02420 0.0 0.0 0.0
C 1.77379 6.55467 1.35976 0.0 0.0 0.0
C 1.91663 1.81370 6.01730 0.0 0.0 0.0
C -0.84860 -0.94511 -3.21394 0.0 0.0 -0.1
C 1.01889 -0.09878 4.86811 0.0 0.0 0.0
C -5.50956 1.40188 -0.87628 0.0 0.0 0.0
C -0.14342 -5.31391 -1.47136 0.0 0.0 0.0
C -4.85802 2.56461 -0.51306 0.0 0.0 0.0
C 1.03939 0.58925 3.61776 0.1 0.1 0.0
C -0.59167 4.44724 -0.57362 0.0 -0.1 0.3
C 3.83359 0.83458 1.10389 -0.1 0.2 0.0
C 0.94442 1.40342 -3.80680 0.0 0.0 0.0
C 1.45276 0.92952 -2.42677 -0.2 0.1 0.0
C 2.54661 -0.12014 -2.63046 0.0 0.0 0.0
C 2.02379 2.21388 -1.81277 0.0 0.0 -0.1
C 1.50476 1.93721 3.64555 0.0 0.0 0.0
C -2.27587 -2.74427 -2.46943 0.0 0.1 -0.1
C -1.11252 -1.36624 -0.89513 -0.1 -0.1 -0.1
C -0.96019 6.39559 0.86660 0.0 0.0 0.0
C 0.90231 7.46163 1.94932 0.0 0.0 0.0
C -2.55759 -3.16557 0.01453 0.0 0.0 0.0
C -1.98048 -2.40887 -1.15025 0.0 0.0 0.0
C -2.02557 -2.32116 -4.93624 0.0 0.0 0.0
C -1.71197 -1.99686 -3.49675 -0.1 0.0 0.0
C -3.19631 1.37859 0.48793 0.1 0.2 -0.3
C 1.45445 -3.56464 -2.02407 0.0 0.0 0.1
C 1.95043 2.51615 4.85032 0.0 0.0 0.0
C 1.28610 5.56429 0.52316 0.0 0.0 0.0
C 0.78766 -6.08634 1.31153 0.0 0.0 0.0
C -0.11308 -4.21640 2.53749 0.1 0.0 0.0
C -0.48103 -0.60143 -1.89590 0.1 0.1 0.1
C 1.56829 2.78638 2.49215 0.0 -0.1 0.0
C -0.08351 5.48955 0.27831 0.0 -0.1 -0.1
C 0.80238 -3.87611 0.30881 0.2 0.1 0.1
C -0.46132 7.38117 1.70362 0.0 0.0 0.0
C -5.54439 -1.10713 -0.81599 0.0 0.0 0.0
C 5.11151 0.14895 0.53823 0.0 0.0 0.0
C -4.90833 0.21338 -0.48369 0.0 -0.1 0.0
H 0.65716 -1.11846 4.85943 0.0 0.0 0.0
H 1.12489 -6.43436 0.33973 0.0 0.0 0.0
H 2.28001 -3.00223 -1.59795 0.0 0.0 0.0
H -1.19195 -2.84200 -5.41433 0.0 0.0 0.0
H 0.87329 0.60132 -4.53806 0.1 0.1 0.0
H 0.04337 -6.78813 1.69298 0.0 0.0 0.0
H -0.58005 -3.23944 2.44283 0.0 0.0 0.0
H -6.63156 -1.01853 -0.82235 0.0 0.0 0.0
H -1.14044 8.08153 2.17208 0.0 0.0 0.0
H 0.41501 -6.19263 -1.81000 0.0 0.0 0.0
H -2.21519 -1.41349 -5.51182 0.0 0.0 0.0
H 2.32183 2.11942 -0.77731 0.1 -0.1 0.3
H 2.97235 -0.42963 -1.67551 0.0 0.0 0.0
H 1.28735 8.22959 2.60817 0.0 0.0 0.0
H 1.66671 2.12064 -4.20258 0.0 0.0 0.0
H 1.64770 -6.08633 1.99335 0.0 0.0 0.0
H 2.32344 3.53330 4.83525 0.0 0.0 0.0
H 1.94503 4.83114 0.07759 0.0 0.0 0.0
H -5.24866 -1.86380 -0.09383 0.0 0.0 0.0
H 1.41549 -0.05406 6.95857 0.0 0.0 0.0
H -1.79417 -3.76275 0.51742 -0.1 0.0 -0.1
H -0.84773 -5.61281 -0.70254 0.0 0.0 0.0
H -2.94998 -2.46150 0.74851 -0.1 0.1 0.0
H -3.35796 -3.83711 -0.30247 0.0 0.0 0.0
H -2.02147 6.30571 0.67915 0.0 0.0 0.0
H -2.90543 -2.96116 -5.01261 0.0 0.0 0.0
H -6.44380 1.41401 -1.42118 0.0 0.0 0.0
H -0.48609 -0.37814 -4.05109 0.0 -0.1 0.0
H -0.92801 -1.17527 0.15800 -0.1 0.0 0.0
H 3.34518 0.27601 -3.26369 0.0 0.0 0.0
H -5.22677 -1.44141 -1.80648 0.1 0.0 0.0
H -0.69520 -4.90387 -2.31976 0.0 0.0 0.0
H 2.83611 6.61063 1.55939 0.0 0.0 0.0
H -2.95447 -3.56268 -2.69038 0.0 0.0 0.0
H -5.26756 3.53597 -0.77823 0.0 0.0 0.0
H -0.01869 1.90856 -3.71397 0.0 0.0 0.0
H -0.81017 -4.90992 3.01292 0.0 0.0 0.0
H 1.28291 3.01060 -1.88619 0.1 -0.1 0.0
H 0.77658 -4.10470 3.16647 0.0 0.0 0.0
H 2.02111 3.77242 2.66851 0.0 0.0 0.0
H 1.82894 -4.29098 -2.74907 0.0 0.0 0.0
H 0.77420 -2.87154 -2.52404 0.0 0.0 0.0
H 2.12148 -0.99598 -3.12949 0.0 0.0 0.0
H 2.91656 2.51069 -2.36787 0.0 0.0 0.0
```
Positions in Å, forces in eV/Å.

highest occupied orbital energy	-4.7	eV
LUMO energy	2.4	eV
M	920.21	g/mol
total energy	-3850.39522	hartree
charge	-1
Kohn-Sham gap	7.1	eV